<1>
Entry from the OMol25 dataset: a structure of composition C3H11NO (wB97M-V/def2-TZVPD).

Positions of all 16 atoms, in Å:
1 C -0.3088 -1.2352 -0.1096
2 C 2.3239 -0.6983 0.0729
3 O 1.1412 -0.0082 -0.1311
4 H 3.1673 -0.1786 -0.4074
5 H -0.0952 -1.6623 0.8624
6 H 0.2310 -1.7162 -0.9173
7 H -1.3584 -1.2977 -0.3828
8 H 2.5740 -0.8364 1.1384
9 H 2.2806 -1.7158 -0.3713
10 C -1.6373 1.6086 -0.4228
11 N -1.1154 0.7853 0.6568
12 H -1.7917 0.5723 1.3810
13 H -0.1124 0.9241 0.8034
14 H -2.6637 1.3270 -0.6725
15 H -1.0185 1.4524 -1.3064
16 H -1.6166 2.6790 -0.1936

For the highest occupied orbital energy, the calculation gives -8.28 eV. The HOMO-LUMO gap comes out at 9.1 eV.

***

<2>
Entry from the OMol25 dataset: a cluster of 2 separate species, C3H11NO in total (wB97M-V/def2-TZVPD).

Positions of all 16 atoms, in Å:
1 C 0.0724 -0.2208 -1.3654
2 N -3.3986 -0.7322 -0.4198
3 H 0.7561 -0.0967 -2.2152
4 H -0.0289 -1.2757 -1.0608
5 H -0.9314 0.0987 -1.5992
6 H -4.3451 -1.0848 -0.4540
7 H -3.1105 -0.5805 0.5388
8 H -3.4095 0.1719 -0.8746
9 C 1.7180 0.1388 0.2659
10 O 0.5006 0.5704 -0.2732
11 C 1.9221 0.7780 1.6388
12 H 2.5592 0.3951 -0.3797
13 H 1.7441 -0.9589 0.3431
14 H 0.9553 1.1336 1.9973
15 H 2.6189 1.6206 1.5598
16 H 2.3774 0.0424 2.2982

For the highest occupied orbital energy, the calculation gives -9.65 eV. The HOMO-LUMO gap comes out at 10.7 eV. Its SMILES is CCOC.N.

***

Winner for stability: <2>

***

<1>
Entry from the OMol25 dataset: a structure of composition C3H4LiO3 (wB97M-V/def2-TZVPD).

Positions of all 11 atoms, in Å:
1 O -1.3914 0.0099 -0.4578
2 C -0.5827 -0.9005 -0.8206
3 O -0.8634 -1.8994 -1.4926
4 O 0.3649 -0.8780 1.0842
5 Li -0.8600 0.5910 1.2797
6 C 1.5707 -0.2423 0.7389
7 C 1.8857 0.7133 1.7495
8 H 2.0365 0.1598 -0.1851
9 H 0.9736 -0.7907 -0.8082
10 H 2.0267 1.7717 1.4992
11 H 2.4231 0.3518 2.6319

For the highest occupied orbital energy (spin up / spin down), the calculation gives -2.57 / -2.57 eV. The net charge is -1. The HOMO-LUMO gap (spin up / spin down) comes out at 5.1 / 5.1 eV.

***

<2>
Entry from the OMol25 dataset: a structure of composition C3H4LiO3 (wB97M-V/def2-TZVPD).

Positions of all 11 atoms, in Å:
1 C 1.6588 1.0065 1.1354
2 C 1.5351 0.9263 -0.2444
3 H 2.6430 0.7568 1.5397
4 H 0.5953 1.6996 0.2329
5 H 0.8672 0.6077 1.7769
6 O 1.1724 -0.2310 -0.8110
7 C -0.1662 -0.6635 -0.8566
8 O -1.0648 0.1979 -0.9030
9 O -0.3409 -1.8687 -0.6476
10 Li -2.5819 -1.0396 -0.5836
11 H -4.3180 -1.3922 -0.6386

For the highest occupied orbital energy (spin up / spin down), the calculation gives -3.45 / -3.45 eV. The net charge is -1. The HOMO-LUMO gap (spin up / spin down) comes out at 6.0 / 6.4 eV.

***

Winner for stability: <1>

***

<1>
Entry from the OMol25 dataset: the molecule C6H13NO (wB97M-V/def2-TZVPD).

Positions of all 21 atoms, in Å:
1 C 0.6818 -2.4268 0.3509
2 N 1.2640 -1.0973 0.1750
3 C 0.5442 0.0240 0.7251
4 C 0.4252 1.2250 -0.2387
5 C -0.6898 1.1864 -1.3420
6 C -2.0168 0.6000 -0.9852
7 C 1.2985 0.5773 1.9042
8 O 0.7850 0.9572 2.9293
9 H 0.7597 -2.8133 1.3739
10 H 1.0401 -3.1718 -0.3486
11 H -0.4244 -2.3959 0.2853
12 H 1.3470 -1.0413 -0.8433
13 H -0.5110 -0.1872 0.9261
14 H 0.2629 2.1519 0.3081
15 H 1.3569 1.3750 -0.7987
16 H -0.8129 2.2685 -1.4618
17 H -0.3085 0.7734 -2.2722
18 H -2.2909 0.5777 0.0838
19 H -2.1840 -0.4175 -1.3415
20 H -2.9273 1.1479 -1.2716
21 H 2.4003 0.6868 1.8418

For the highest occupied orbital energy, the calculation gives -9.14 eV. The HOMO-LUMO gap comes out at 10.0 eV. Its SMILES is CCC[C@H](C=O)NC.

***

<2>
Entry from the OMol25 dataset: the molecule C6H13NO (wB97M-V/def2-TZVPD).

Positions of all 21 atoms, in Å:
1 C 0.1328 0.2397 2.3807
2 N -0.7553 -0.1846 1.3577
3 C -0.1633 -0.5487 0.0854
4 C -0.3298 0.4442 -1.0529
5 C 0.3465 1.8018 -0.7127
6 C 1.8314 1.7035 -0.4759
7 C -0.6197 -1.9397 -0.3358
8 O -0.9197 -2.2248 -1.4708
9 H -0.4803 0.4582 3.2547
10 H 0.7164 1.1424 2.1677
11 H 0.8718 -0.5271 2.6279
12 H -1.4831 0.5058 1.2460
13 H 0.9031 -0.7655 0.2742
14 H 0.1183 0.0864 -1.9726
15 H -1.3973 0.6530 -1.1647
16 H 0.1764 2.4879 -1.5385
17 H -0.1743 2.2366 0.1367
18 H 2.3974 1.4010 -1.3569
19 H 2.1308 0.9977 0.2832
20 H 2.3109 2.6440 -0.1996
21 H -0.6397 -2.7249 0.4339

For the highest occupied orbital energy, the calculation gives -8.91 eV. The HOMO-LUMO gap comes out at 9.9 eV. Its SMILES is CCC[C@H](C=O)NC.

***

<3>
Entry from the OMol25 dataset: the molecule C6H13NO (wB97M-V/def2-TZVPD).

Positions of all 21 atoms, in Å:
1 C 0.6946 -2.7784 0.3553
2 O 1.9982 -3.1916 -0.0441
3 C 0.6827 -1.2521 0.5118
4 C -0.6326 -0.5834 0.1841
5 C -0.4990 0.7950 -0.6276
6 C -1.3934 1.1674 -1.5635
7 C -0.2635 2.9367 0.4805
8 N 0.3951 1.6879 0.1589
9 H 0.0302 -3.0840 -0.5831
10 H 0.3451 -3.3183 1.2703
11 H 2.0457 -3.1713 -1.1081
12 H 1.1227 -1.0344 1.4729
13 H 1.4371 -0.7626 -0.2631
14 H -1.1348 -0.2556 1.1085
15 H -1.3631 -1.1933 -0.4032
16 H -1.4380 2.1561 -1.9881
17 H -1.7997 0.5091 -2.2128
18 H 0.4267 3.5762 1.0602
19 H -0.5115 3.5527 -0.3307
20 H -0.8724 2.9026 1.3806
21 H 0.7299 1.3412 1.1414

For the highest occupied orbital energy, the calculation gives -8.52 eV. The HOMO-LUMO gap comes out at 9.3 eV. Its SMILES is C=C(CCCO)NC.

***

Winner for stability: <2>

***

<1>
Entry from the OMol25 dataset: a cluster of 2 separate species, C6H13NO in total (wB97M-V/def2-TZVPD).

Positions of all 21 atoms, in Å:
1 O 0.1868 -1.0719 2.0909
2 C -0.0655 -1.5448 0.9719
3 C 0.8454 -1.4871 -0.2450
4 C 0.3685 -2.5570 -1.2389
5 H -1.0494 -2.0530 0.8535
6 H 1.8703 -1.6275 0.1251
7 H 0.7433 -0.4600 -0.5669
8 H 0.4813 -3.5359 -0.8249
9 H 0.9282 -2.4194 -2.1559
10 H -0.6820 -2.3547 -1.4141
11 N -1.7451 0.6416 -0.1698
12 C -0.9912 1.9186 -0.0440
13 C 1.4808 2.3228 0.3330
14 C 0.3068 1.7535 0.7221
15 H -2.6433 0.8596 -0.5492
16 H -1.9015 0.2536 0.7415
17 H -1.6551 2.7195 0.4436
18 H -0.7007 2.2718 -1.0645
19 H 2.3766 2.3366 0.9614
20 H 1.5765 2.8721 -0.6024
21 H 0.2695 1.1618 1.6326

For the highest occupied orbital energy, the calculation gives -9.29 eV. The HOMO-LUMO gap comes out at 10.3 eV. Its SMILES is C=CCN.CCC=O.

***

<2>
Entry from the OMol25 dataset: a cluster of 2 separate species, C6H13NO in total (wB97M-V/def2-TZVPD).

Positions of all 21 atoms, in Å:
1 C 0.2006 -2.7419 -0.6374
2 N 1.2354 -1.6570 -0.7934
3 C 1.4697 -0.7884 0.3371
4 C -1.9556 1.4921 2.1836
5 C -1.6666 1.5620 0.9011
6 C -0.6810 0.6154 0.3394
7 C 0.4334 0.1586 0.8922
8 H 0.6076 -3.7426 -0.5823
9 H -0.5640 -2.6189 -1.4246
10 H -0.4389 -2.5645 0.2695
11 H 0.9573 -1.1514 -1.6210
12 H 2.4157 -0.2397 0.1491
13 H 1.7261 -1.3584 1.2318
14 H -1.4900 0.8134 2.8562
15 H -2.6815 2.1513 2.5908
16 H -2.1418 2.1878 0.1080
17 H -1.0601 0.2583 -0.6253
18 H 0.8100 0.8578 1.6991
19 H 1.2281 1.7191 -2.0792
20 H 0.3694 2.6669 -3.0435
21 O 1.2262 2.3802 -2.7513

For the highest occupied orbital energy, the calculation gives -8.98 eV. The HOMO-LUMO gap comes out at 9.7 eV. Its SMILES is C=C/C=C/CNC.O.

***

Winner for stability: <1>

***

<1>
Entry from the OMol25 dataset: a cluster of 2 separate species, C6H13NO in total (wB97M-V/def2-TZVPD).

Positions of all 21 atoms, in Å:
1 C -1.2972 0.0748 -2.5431
2 C -1.1722 -0.9430 -1.4336
3 C -0.9384 -0.5412 -0.1834
4 N -0.5698 -1.6057 0.7377
5 C -0.1691 -1.1509 2.0535
6 C 0.8828 1.0115 2.6132
7 C 1.0426 -0.2093 2.1437
8 H -2.0941 -0.0830 -3.2778
9 H -1.2998 1.1086 -2.1732
10 H -0.3255 0.0360 -3.0561
11 H -1.3566 -1.9868 -1.6863
12 H -0.6993 0.4776 0.0517
13 H 0.2078 -2.1539 0.3913
14 H 0.0664 -1.9975 2.7234
15 H -0.9771 -0.6331 2.5784
16 H 0.0369 1.3933 3.1903
17 H 1.6314 1.8148 2.6232
18 H 1.8674 -0.5328 1.5210
19 H 1.9270 2.4104 -1.5195
20 H 1.4248 1.9404 -2.7771
21 O 1.8120 1.5696 -1.9773

For the highest occupied orbital energy, the calculation gives -8.05 eV. The HOMO-LUMO gap comes out at 8.8 eV. Its SMILES is C=CCN/C=C/C.O.

***

<2>
Entry from the OMol25 dataset: the molecule C6H13NO (wB97M-V/def2-TZVPD).

Positions of all 21 atoms, in Å:
1 C 0.9846 -2.4189 -0.2548
2 O 1.2550 -2.4678 1.1461
3 C 0.6015 -1.0164 -0.7106
4 C -0.3398 -0.3808 0.3388
5 C -1.0860 0.8179 -0.2081
6 C -2.2235 0.6836 -0.8774
7 C 0.5909 2.3804 0.7051
8 N -0.8004 2.0825 0.3588
9 H 1.8599 -2.7643 -0.8085
10 H 0.1559 -3.1000 -0.4262
11 H 2.1964 -2.5710 1.3404
12 H 1.4817 -0.3639 -0.7447
13 H -0.0090 -1.1521 -1.5906
14 H 0.1506 -0.1747 1.2841
15 H -1.1021 -1.0678 0.6908
16 H -2.8556 1.5080 -1.1954
17 H -2.5494 -0.2522 -1.3286
18 H 0.5548 3.2549 1.3601
19 H 1.0234 1.6078 1.3415
20 H 1.2539 2.6240 -0.1260
21 H -1.1427 2.7708 -0.2946

For the highest occupied orbital energy, the calculation gives -7.92 eV. The HOMO-LUMO gap comes out at 8.8 eV. Its SMILES is C=C(CCCO)NC.

***

<3>
Entry from the OMol25 dataset: a structure of composition C6H13NO (wB97M-V/def2-TZVPD).

Positions of all 21 atoms, in Å:
1 C -0.9719 0.2976 -0.4316
2 C 1.7338 0.5358 0.7690
3 C -1.2799 -0.6988 0.6452
4 C -1.6750 1.6222 -0.3174
5 C -0.7239 -0.2165 -1.7698
6 C 2.2814 -0.8695 0.8683
7 O 0.8337 0.7773 -0.2486
8 N 1.7323 -1.8691 0.3250
9 H 2.2315 -2.7378 0.5097
10 H 2.6054 1.2061 0.6622
11 H 1.3029 0.7722 1.7624
12 H 3.1757 -0.9445 1.5068
13 H 0.4144 0.1313 -1.6831
14 H -0.5970 -1.5431 0.5840
15 H -1.2208 -0.2415 1.6327
16 H -2.3015 -1.0636 0.4974
17 H -1.5558 2.0441 0.6791
18 H -1.2935 2.3236 -1.0567
19 H -2.7429 1.4749 -0.5055
20 H -1.2449 0.2980 -2.5710
21 H -0.7042 -1.2986 -1.8579

For the highest occupied orbital energy, the calculation gives -8.94 eV. The HOMO-LUMO gap comes out at 9.9 eV.

***

Winner for stability: <2>

***

<1>
Entry from the OMol25 dataset: a structure of composition C6H13NO (wB97M-V/def2-TZVPD).

Positions of all 21 atoms, in Å:
1 C 1.7366 -0.0655 -0.2003
2 C 1.1524 -0.7685 1.5808
3 N 0.3529 0.1741 2.1620
4 O 1.7920 1.3108 -0.1525
5 H 1.0334 1.7219 0.3161
6 H 0.8321 1.0467 2.3563
7 H -0.4823 0.3710 1.5838
8 H 2.7306 -0.4693 0.0099
9 H 1.6549 -0.3969 -1.2375
10 H 2.1158 -0.8849 2.0660
11 H 0.6464 -1.6939 1.3352
12 C -2.1887 1.6191 -0.5279
13 C -0.5821 -1.7073 -1.4637
14 C -1.0766 0.6587 -0.4361
15 C -0.5431 -0.4009 -0.7914
16 H -1.5666 -1.8853 -1.9013
17 H -2.9019 1.3433 -1.3120
18 H -1.7944 2.6100 -0.7651
19 H -2.7309 1.6876 0.4203
20 H 0.1574 -1.7504 -2.2689
21 H -0.3378 -2.5201 -0.7737

For the highest occupied orbital energy, the calculation gives -8.08 eV. The HOMO-LUMO gap comes out at 9.0 eV.

***

<2>
Entry from the OMol25 dataset: the molecule C6H13NO (wB97M-V/def2-TZVPD).

Positions of all 21 atoms, in Å:
1 C -0.1299 -1.0501 0.5759
2 C 2.1320 -0.5827 -0.2340
3 C 0.3404 -0.8673 -1.8170
4 C -2.2253 0.3927 0.2896
5 N 0.8528 -1.2286 -0.4997
6 C -0.7844 0.3091 0.7135
7 C -0.1309 1.3651 1.2257
8 O -0.6830 2.6103 1.3275
9 H 0.0440 3.2562 1.3782
10 H -0.9132 -1.8072 0.4318
11 H 0.3237 -1.3295 1.5369
12 H 0.8947 1.3261 1.5682
13 H 2.8911 -0.9462 -0.9356
14 H 2.4967 -0.8279 0.7699
15 H 2.0861 0.5069 -0.3305
16 H 0.1520 0.2078 -1.9150
17 H -0.5884 -1.4052 -2.0356
18 H 1.0575 -1.1518 -2.5954
19 H -2.7950 -0.4463 0.7046
20 H -2.7144 1.3068 0.6416
21 H -2.3066 0.3620 -0.8008

For the highest occupied orbital energy, the calculation gives -8.30 eV. The HOMO-LUMO gap comes out at 9.0 eV. Its SMILES is C/C(=C\O)CN(C)C.

***

Winner for stability: <2>